The following is a quantum chemistry calculation of a cluster of 2 separate species, C10H21BN2O7P in total in a non-equilibrium geometry, from the Open Molecules 2025 dataset.

E_tot   -37978.9124 eV
Total charge   +1
LUMO   -5.42 eV
Strongest force on any atom   4.71 eV/Å

Geometry as XYZ:
```
42
Properties=species:S:1:pos:R:3:nbo_charge:R:1
C -2.5026 2.0651 -0.3427 -0.63
C -1.7178 3.3039 -1.0053 -0.80
B -0.0828 3.2049 -0.8473 1.04
O 0.6654 3.7077 -1.9815 -0.85
C 0.5972 2.5461 0.4757 -0.25
C 2.1109 2.9393 0.8891 -0.51
C 2.5942 4.3776 0.3997 0.38
O 3.8200 4.4963 0.1374 -0.48
C 0.7637 0.9909 0.0183 -0.44
C 0.8263 0.3625 1.4928 -0.28
C 0.1538 -1.0697 1.7885 -0.80
P 0.0910 -2.2229 0.3037 2.24
O -0.9473 -1.7760 -0.7470 -1.08
O -0.4493 -3.7336 0.9080 -0.97
O 1.6112 -2.5391 -0.3954 -0.93
C -0.0901 1.3597 2.3800 0.30
N -0.1130 2.5479 1.7865 -0.42
H -3.5932 2.1485 -0.7022 0.25
H -2.1437 1.0392 -0.7053 0.23
H -2.5481 2.1143 0.8052 0.18
H -1.9191 3.2420 -2.1395 0.27
H -2.1197 4.3262 -0.6826 0.26
H 1.5523 3.2701 -2.0095 0.49
H 2.1355 2.9680 2.0430 0.24
H 2.8982 2.1823 0.5781 0.26
H 1.9493 5.3123 0.3059 0.17
H -0.0153 0.5861 -0.7177 0.29
H 1.7407 0.7238 -0.5033 0.25
H 1.9110 0.3447 1.8950 0.28
H 0.7991 -1.5738 2.6020 0.28
H -0.8831 -0.9523 2.2757 0.27
H -1.4316 -3.7665 0.8386 0.53
H 1.7729 -1.7843 -1.0037 0.51
H -0.5534 1.0700 3.3736 0.27
H -0.5728 3.4003 2.1392 0.47
C -0.5191 -5.9372 -1.8727 -0.49
N -1.3942 -7.1248 -2.0512 0.53
O -2.5468 -6.9246 -2.3945 -0.37
O -0.8922 -8.2141 -1.8399 -0.37
H -1.0949 -5.0402 -2.0933 0.23
H -0.1792 -5.9326 -0.8379 0.24
H 0.3169 -6.0381 -2.5635 0.24
```

=====

The following is a quantum chemistry calculation of a structure of composition C10H21Cl2ErNO3P in a non-equilibrium geometry, from the Open Molecules 2025 dataset.

E_tot   -80287.4326 eV
Total charge   +2
Multiplicity   4
LUMO (spin up / spin down)   -7.11 / -7.05 eV
Strongest force on any atom   5.25 eV/Å

Geometry as XYZ:
```
39
Properties=species:S:1:pos:R:3:nbo_charge:R:1
C -0.4706 -3.7063 -4.2447 -0.75
C -0.1066 -2.8633 -3.0821 0.62
H -1.5551 -3.8779 -4.3644 0.28
H 0.0299 -4.6786 -4.0979 0.29
H -0.0517 -3.2742 -5.1734 0.30
O -0.8885 -2.2364 -2.3189 -0.67
Cl 1.6309 -2.8461 -2.7293 0.09
Er -0.1101 -0.8352 -0.5803 1.81
P -0.3672 2.0080 -1.5247 0.83
C -1.6788 3.2913 -1.6001 -0.93
C 1.0356 3.1746 -1.4527 -0.92
H 0.5159 0.8789 -3.4624 0.25
H -0.2030 2.4720 -3.8597 0.27
H -1.2702 1.0680 -3.5632 0.25
C -0.3286 1.5494 -3.2843 -0.95
H 1.9793 2.6197 -1.4907 0.26
H 0.9567 3.8504 -2.3137 0.25
H -1.4236 3.9837 -2.4197 0.26
H -1.7011 3.8506 -0.6518 0.26
H 0.9809 3.7612 -0.5233 0.25
H -2.6576 2.8392 -1.8002 0.25
C -1.9326 0.6140 0.1255 0.42
O -2.6528 1.2926 0.7368 -0.39
Cl 2.1362 -0.1098 -0.9481 -0.54
C 0.8598 -0.8679 5.0650 -0.43
N 0.6558 -1.3066 3.6645 -0.32
C 0.8032 -2.7194 3.3124 -0.42
C 0.2220 -0.4704 2.7441 0.74
C 0.1162 0.9868 3.0193 -0.71
O -0.0979 -0.9567 1.5687 -0.84
H 1.1602 -1.7555 5.6375 0.25
H -0.0971 -0.4561 5.4688 0.23
H 1.6653 -0.1043 5.1186 0.24
H -0.1461 -3.1220 2.9577 0.23
H 1.5877 -2.8438 2.5639 0.23
H 1.1112 -3.2654 4.2017 0.24
H 0.7341 1.5586 2.3295 0.26
H -0.9169 1.2985 2.9558 0.26
H 0.4752 1.1981 4.0159 0.26
```

=====

The following is a quantum chemistry calculation of a structure of composition C10H21Cl2MnP in a non-equilibrium geometry, from the Open Molecules 2025 dataset.

E_tot   -76360.7030 eV
Multiplicity   4
LUMO (spin up / spin down)   -0.54 / 0.01 eV
Strongest force on any atom   7.49 eV/Å

Geometry as XYZ:
```
35
Properties=species:S:1:pos:R:3:nbo_charge:R:1
Mn 1.2549 -0.0721 0.2569 0.55
Cl 0.9389 -2.2307 0.2657 -0.50
Cl 1.6960 1.7816 1.3705 -0.52
C 2.6287 -0.0210 -0.7863 -0.36
H 3.3453 0.8455 -0.7603 0.23
H 3.0885 -0.9276 -1.2725 0.22
C -0.2095 0.6001 -0.9259 -0.20
C 1.0558 0.4555 -1.5810 -0.33
H -0.8122 0.1662 -0.0536 0.28
C 0.9743 -0.3841 -2.9336 -0.39
H 1.2770 1.5417 -1.9228 0.22
C -0.1703 0.0050 -3.8097 -0.41
H 1.9590 -0.3624 -3.4143 0.21
H 0.9352 -1.4163 -2.5957 0.22
C -1.4304 0.1345 -2.9703 -0.39
H 0.0868 0.9842 -4.2269 0.20
H -0.2744 -0.7225 -4.6149 0.23
C -1.2834 1.1491 -1.8215 -0.42
H -2.2409 0.4506 -3.6118 0.22
H -1.6934 -0.8446 -2.5550 0.21
H -0.8680 2.0886 -2.2086 0.20
H -2.2703 1.3558 -1.3496 0.22
C 0.8929 -0.4603 3.8485 -0.97
P -0.2987 -0.3048 2.5325 1.03
C -1.3688 -1.7056 2.6696 -0.98
C -1.2876 1.1233 2.9208 -0.97
H 1.5470 -1.3149 3.6752 0.25
H 0.3641 -0.6106 4.7891 0.22
H 1.5154 0.4310 3.9272 0.27
H -1.8889 -1.6634 3.6314 0.22
H -2.1179 -1.7120 1.8807 0.25
H -0.8174 -2.6347 2.6099 0.27
H -1.8892 0.9029 3.8079 0.22
H -0.6691 1.9942 3.1186 0.27
H -1.9695 1.3778 2.1100 0.24
```